1.
A molecular structure, CH3IrN5SbSe4Te in a non-equilibrium geometry, computed with ωB97M-V/def2-TZVPD.

Last column: Löwdin spin population.
Element x y z (Å)
Ir -1.10 0.94 0.16  0.97
Se -1.04 2.90 5.50  0.27
Sb -2.43 1.54 3.96  0.27
Se -2.96 2.34 0.42  0.93
Se -0.75 0.20 2.36  0.38
Se -3.66 -0.18 5.24  0.26
N 1.80 -1.74 -3.35  0.00
N 1.56 -1.17 -2.10  0.00
N 2.09 -1.66 -1.00  0.00
C 1.45 -0.94 -0.10  0.01
N 0.57 -0.09 -0.64  0.01
N 0.64 -0.26 -1.94  0.02
H 2.80 -1.84 -3.43  0.00
H 1.47 -1.05 -4.02  0.00
H 1.63 -1.02 0.96  0.01
Te -2.07 2.04 -2.01  0.87

Values from the calculation:
**Charge**: -2
**2S+1**: 5
**Electronic energy**: -10532.0112 Eh
**Gap between HOMO and LUMO (spin up / spin down)**: 3.54 / 5.13 eV
**HOMO level (spin up / spin down)**: 0.64 / -1.09 eV

***

2.
A molecular structure, C11H15NPTb in a non-equilibrium geometry, computed with ωB97M-V/def2-TZVPD.

Last column: Löwdin spin population.
Element x y z (Å)
C 0.78 1.89 -1.39  0.01
C 0.02 0.98 -2.19  0.05
C -1.31 0.89 -1.64  0.03
C -1.36 1.76 -0.49  -0.01
C -0.07 2.37 -0.33  -0.01
Tb 0.17 -0.05 0.02  5.56
P 2.44 -0.67 1.48  0.19
H 1.80 2.23 -1.60  0.00
H 0.36 0.51 -3.11  0.01
H -2.12 0.28 -2.02  0.00
H 0.19 3.15 0.39  0.00
H -2.23 1.94 0.14  0.00
H 2.83 0.17 2.59  0.03
H 3.68 -0.84 0.78  0.01
H 2.33 -1.95 2.14  0.03
N -1.49 -1.76 0.64  0.03
C -1.34 -3.00 1.37  0.01
C -1.65 -3.00 2.74  0.01
C -2.07 -4.22 3.30  0.00
C -2.04 -5.40 2.53  0.00
C -1.51 -5.38 1.24  0.00
C -1.09 -4.17 0.66  0.01
H -2.13 -1.09 1.09  0.00
H -1.81 -1.90 -0.32  0.01
H -1.65 -2.08 3.33  0.00
H -2.42 -4.25 4.33  0.00
H -2.42 -6.34 2.96  0.00
H -1.43 -6.31 0.67  0.00
H -0.66 -4.15 -0.35  0.01

Values from the calculation:
**2S+1**: 7
**Electronic energy**: -1648.4183 Eh
**Gap between HOMO and LUMO (spin up / spin down)**: 3.97 / 4.62 eV
**HOMO level (spin up / spin down)**: -3.64 / -4.65 eV

***

3.
A gas-phase ion, C4H7N2O (charge +1) in a non-equilibrium geometry, computed with ωB97M-V/def2-TZVPD.

Last column: Löwdin charge in e.
Element x y z (Å)
C 0.37 -0.05 -2.35  -0.10
C -0.77 -0.66 -0.48  0.02
C -1.28 -0.97 0.81  0.01
C 1.46 0.42 -0.31  0.03
N -1.67 -0.88 -2.39  0.25
N 0.28 -0.11 -0.99  -0.08
O -0.65 -0.47 -2.93  -0.01
H 1.13 0.54 -2.75  0.15
H -2.30 -0.65 0.89  0.11
H -1.36 -2.00 0.96  0.09
H -0.61 -0.34 1.54  0.15
H 2.34 0.38 -1.03  0.13
H 1.42 1.49 -0.06  0.12
H 1.65 -0.20 0.60  0.12

Values from the calculation:
**Charge**: +1
**Electronic energy**: -340.8677 Eh
**Gap between HOMO and LUMO (spin up / spin down)**: 9.01 / 8.98 eV
**Energy relative to the best compared isomer or geometry (same formula, charge and spin)**: 168.5 kcal/mol
**HOMO level (spin up / spin down)**: -14.11 / -14.01 eV

***

4.
A molecular structure, C23H19CdN5O3S in a non-equilibrium geometry, computed with ωB97M-V/def2-TZVPD.

Last column: Löwdin charge in e.
Element x y z (Å)
Cd 1.02 -0.36 -1.49  1.43
C 5.83 -0.20 0.68  -0.08
C 5.43 0.54 -0.47  -0.09
C 4.12 0.93 -0.61  -0.07
C 3.15 0.62 0.36  -0.38
C 3.54 -0.11 1.53  -0.07
C 4.85 -0.55 1.63  -0.09
N 1.85 1.02 0.09  -0.08
C 1.15 1.85 0.94  -0.20
C 1.81 2.42 2.07  -0.03
C 1.23 3.39 2.87  -0.06
C -0.09 3.81 2.64  -0.10
C -0.84 3.26 1.61  0.00
C -0.20 2.34 0.70  -0.19
N -1.03 2.03 -0.35  0.10
N -0.59 1.20 -1.26  -0.09
C -1.47 0.95 -2.31  -0.36
C -2.73 1.56 -2.53  0.01
C -3.46 1.10 -3.63  -0.04
C -2.93 0.11 -4.49  -0.05
C -1.67 -0.39 -4.20  -0.14
N -0.94 0.04 -3.14  0.02
H 6.88 -0.50 0.81  0.11
H 6.16 0.74 -1.26  0.11
H 3.79 1.54 -1.46  0.10
H 2.79 -0.34 2.29  0.12
H 5.09 -1.11 2.53  0.10
H 2.85 2.11 2.27  0.11
H 1.79 3.83 3.71  0.12
H -0.50 4.60 3.28  0.11
H -1.86 3.55 1.39  0.11
H -3.07 2.37 -1.88  0.12
H -4.47 1.48 -3.83  0.12
H -3.44 -0.20 -5.39  0.10
H -1.15 -1.11 -4.80  0.10
N 1.00 -2.40 -0.25  0.00
C -0.37 -2.53 0.19  -0.37
C -0.70 -2.36 1.54  -0.05
C -2.02 -2.22 1.91  -0.03
C -3.07 -2.34 0.95  -0.25
C -2.71 -2.58 -0.40  -0.04
C -1.38 -2.73 -0.75  -0.09
S -4.73 -2.42 1.47  0.42
O -4.56 -3.50 2.48  -0.37
O -4.95 -1.17 2.23  -0.38
O -5.49 -2.66 0.27  -0.35
H 1.62 -2.39 0.57  0.08
H 1.31 -3.19 -0.85  0.10
H 0.09 -2.32 2.31  0.11
H -2.26 -1.98 2.97  0.13
H -3.52 -2.67 -1.16  0.12
H -1.14 -3.06 -1.77  0.11

Values from the calculation:
**Electronic energy**: -1953.1821 Eh
**Gap between HOMO and LUMO**: 5.27 eV
**HOMO level**: -7.39 eV

***

5.
4 unconnected molecules or ions with the total composition CH11NO3 in a non-equilibrium geometry, computed with ωB97M-V/def2-TZVPD.

Last column: Löwdin charge in e.
Element x y z (Å)
C 0.97 -1.18 0.41  -0.17
N 1.11 -2.27 -0.55  -0.08
H -0.07 -1.05 0.66  0.06
H 1.31 -0.27 -0.10  0.07
H 1.60 -1.27 1.28  0.07
H 1.17 -1.95 -1.51  0.07
H 1.71 -3.02 -0.28  0.06
O -1.96 2.58 -1.88  -0.06
H -2.18 1.66 -1.68  0.03
H -2.55 3.12 -1.36  0.03
O 1.28 4.74 2.45  -0.06
H 0.64 4.03 2.44  0.03
H 1.28 5.35 1.71  0.03
O -1.56 -3.49 -0.18  -0.09
H -0.65 -3.31 -0.47  -0.02
H -2.11 -3.66 -0.95  0.02

Values from the calculation:
**SMILES string**: CN.O.O.O
**Electronic energy**: -325.1404 Eh
**Gap between HOMO and LUMO**: 9.95 eV
**Energy relative to the best compared isomer or geometry (same formula, charge and spin)**: 24.8 kcal/mol
**HOMO level**: -9.48 eV

***

6.
C2H4N4S in the gas phase in a non-equilibrium geometry, computed with ωB97M-V/def2-TZVPD.

Last column: Löwdin charge in e.
Element x y z (Å)
S 1.37 -1.45 -0.49  0.70
C 1.15 0.13 0.40  -0.48
N -0.11 0.80 -0.13  -0.24
N -1.17 0.16 -0.65  0.08
C -1.97 1.17 -0.81  -0.20
N -1.44 2.35 -0.35  0.00
N -0.28 2.11 -0.03  0.02
H 0.03 -1.44 -0.56  -0.15
H 1.96 0.86 0.54  0.09
H 0.98 -0.15 1.47  0.08
H -3.00 1.17 -1.16  0.11

Values from the calculation:
**SMILES string**: SCn1ncnn1
**Electronic energy**: -695.7498 Eh
**Gap between HOMO and LUMO**: 10.50 eV
**Energy relative to the best compared isomer or geometry (same formula, charge and spin)**: 51.5 kcal/mol
**HOMO level**: -9.63 eV

***

7.
2 unconnected molecules or ions with the total composition C14H22BFNO3SSi, computed with ωB97M-V/def2-TZVPD.

Last column: Löwdin charge in e.
Element x y z (Å)
C 3.98 -0.28 -0.23  -0.08
C 2.52 -0.65 -0.52  -0.32
O 2.06 -0.07 -1.71  -0.05
B 1.26 1.15 -1.54  -0.89
Si -0.72 0.71 -1.18  0.65
C -1.76 2.28 -0.94  -0.21
C -1.05 -0.38 0.34  -0.21
C -1.42 -0.18 -2.71  -0.19
O 1.88 2.12 -0.56  -0.05
C 2.62 2.99 -1.38  -0.17
C 1.58 3.20 -2.47  -0.38
N 2.01 4.07 -3.60  0.14
C 1.87 5.25 -3.62  -0.80
S 1.68 6.83 -3.65  0.62
O 1.29 1.92 -2.86  0.01
H 4.05 0.69 0.26  0.06
H 4.51 -0.22 -1.18  0.07
H 4.47 -1.04 0.38  0.06
H 1.89 -0.39 0.34  0.10
H 2.47 -1.74 -0.64  0.11
H -1.86 2.84 -1.87  0.02
H -2.78 2.05 -0.60  0.01
H -1.33 2.93 -0.18  0.02
H -0.71 0.15 1.24  0.03
H -2.09 -0.66 0.47  0.00
H -0.45 -1.29 0.27  0.02
H -1.80 0.55 -3.42  0.02
H -0.60 -0.71 -3.20  0.02
H -2.21 -0.89 -2.46  0.01
H 3.46 2.47 -1.87  0.13
H 2.98 3.88 -0.87  0.12
H 0.71 3.67 -1.98  0.15
F -3.45 -1.29 2.22  0.05
C -2.94 -2.35 2.88  -0.29
C -2.91 -2.32 4.26  -0.02
C -2.39 -3.41 4.93  -0.09
C -1.90 -4.50 4.23  -0.11
C -1.93 -4.50 2.84  -0.08
C -2.46 -3.42 2.15  -0.01
H -3.29 -1.46 4.79  0.12
H -2.36 -3.41 6.01  0.10
H -1.48 -5.35 4.75  0.10
H -1.54 -5.34 2.28  0.10
H -2.50 -3.39 1.07  0.12

Values from the calculation:
**Charge**: -1
**Electronic energy**: -1639.6884 Eh
**Gap between HOMO and LUMO**: 6.73 eV
**HOMO level**: -4.11 eV

***

8.
A molecular structure, C5H8CsLiO3 in a non-equilibrium geometry, computed with ωB97M-V/def2-TZVPD.

Last column: Löwdin charge in e.
Element x y z (Å)
C -0.02 2.90 -2.85  0.00
C 1.10 3.33 -3.02  0.01
H 0.96 -2.17 -1.91  0.17
H -1.05 2.77 -2.55  0.06
H 2.11 3.56 -3.32  0.06
Li 1.32 1.73 -1.12  0.78
O 0.05 -1.29 0.76  0.03
Cs -0.12 -5.40 0.98  0.98
O 0.86 -2.30 -0.94  0.15
C 0.80 -1.14 -0.30  -0.61
O 1.17 -0.09 -0.77  0.02
C -0.48 -0.11 1.43  -0.18
C -1.34 -0.60 2.57  -0.04
H 0.37 0.48 1.77  0.14
H -1.06 0.46 0.69  0.14
H -0.75 -1.22 3.26  0.09
H -1.73 0.27 3.12  0.10
H -2.19 -1.18 2.19  0.09

Values from the calculation:
**Charge**: +2
**Electronic energy**: -448.1998 Eh
**Gap between HOMO and LUMO**: 11.26 eV
**Energy relative to the best compared isomer or geometry (same formula, charge and spin)**: 7.7 kcal/mol
**HOMO level**: -17.24 eV

***

Q: Which value of electronic energy does entry 7 give?
A: -1639.6884 Eh